[1]
{"formula": "C4H9N2", "method": "wB97M-V/def2-TZVPD", "lumo_energy_ha": -0.1360, "de_lowest_kcal_mol": 65.0, "energy_ha": -266.99562, "gap_ev": 11.1, "max_force_ha_per_bohr": 0.07267, "total_charge": 1, "smiles": "CN=C=[N+](C)C", "species": ["H", "H", "H", "C", "C", "H", "C", "N", "H", "H", "H", "H", "C", "H", "N"], "xyz": [[-1.143, 2.234, -0.203], [3.344, -0.164, 0.938], [-0.783, -1.915, -0.860], [-1.651, 1.316, 0.166], [-1.472, -1.281, -0.170], [-1.387, -1.823, 0.724], [0.374, 0.112, 0.085], [1.514, 0.124, 0.298], [-1.851, 1.530, 1.228], [3.398, 0.660, -0.610], [-2.607, 1.389, -0.297], [2.898, -0.908, -0.831], [2.824, -0.142, -0.041], [-2.551, -1.232, -0.396], [-0.908, 0.100, -0.031]]}

=====

[2]
{"formula": "C5H3NO", "method": "wB97M-V/def2-TZVPD", "lumo_energy_ha": 0.0204, "de_lowest_kcal_mol": 99.9, "energy_ha": -322.13260, "gap_ev": 10.8, "max_force_ha_per_bohr": 0.01331, "species": ["C", "C", "C", "N", "C", "H", "O", "H", "H", "C"], "xyz": [[0.088, 0.099, 0.075], [2.664, 0.854, 0.333], [-0.513, -1.194, 0.049], [-1.810, -1.123, -0.040], [1.482, 0.432, 0.153], [-0.023, -2.159, 0.085], [-2.109, 0.222, -0.059], [-1.086, 2.008, -0.011], [2.292, -0.068, -0.585], [-0.985, 0.932, 0.000]]}

=====

[3]
{"formula": "C14H21IInN4O2SSe2", "method": "wB97M-V/def2-TZVPD", "lumo_energy_ha": -0.1349, "de_lowest_kcal_mol": 0.0, "energy_ha": -6604.31829, "gap_ev": 7.3, "max_force_ha_per_bohr": 0.00270, "total_charge": 1, "species": ["I", "C", "In", "H", "Se", "C", "C", "H", "N", "C", "C", "H", "N", "H", "H", "O", "H", "H", "H", "C", "H", "H", "N", "C", "C", "C", "H", "C", "H", "C", "H", "O", "C", "H", "H", "H", "H", "N", "S", "H", "Se", "H", "H", "C", "H", "C"], "xyz": [[-4.633, -3.462, -0.539], [-2.566, 3.998, -2.926], [-0.738, 1.301, 1.386], [2.167, 1.580, 3.675], [-0.214, 0.768, 3.766], [3.798, -0.563, 2.898], [2.396, -0.138, 2.393], [4.326, -1.092, 2.098], [-1.751, 1.878, -1.358], [-3.327, -2.277, 0.512], [-3.079, 5.189, -3.659], [3.429, 0.357, 0.564], [-2.663, 4.008, -1.572], [3.673, -1.256, 3.730], [2.316, -1.914, 1.212], [4.556, 0.537, 3.374], [-3.031, 4.828, -1.106], [0.095, 0.815, -3.392], [-2.741, -3.440, 2.339], [2.647, 0.791, 1.190], [1.299, -3.137, 2.797], [0.741, -1.176, 1.456], [-2.044, -0.543, 1.099], [-2.693, -2.571, 1.705], [1.685, -1.410, 1.955], [1.746, 0.584, 3.586], [-3.131, -0.393, -0.682], [-2.255, 2.971, -0.793], [-4.163, 5.114, -3.765], [-2.884, -0.996, 0.176], [-1.394, 0.357, -4.221], [1.464, -2.236, 3.089], [-2.022, 2.888, -3.506], [-1.911, 2.833, -4.579], [-1.353, -1.327, 2.838], [-2.641, 5.242, -4.652], [5.155, 0.841, 2.687], [-1.934, -1.515, 2.018], [-2.416, 3.117, 0.900], [3.008, 1.752, 1.548], [1.220, 1.154, -0.137], [1.999, 0.052, 4.501], [-2.852, 6.111, -3.124], [-1.610, 1.828, -2.681], [-1.055, -0.225, -2.561], [-0.970, 0.611, -3.251]]}

=====

Q: What is the formula in the third record?
A: C14H21IInN4O2SSe2